No. 1
C6H16NO | ωB97M-V/def2-TZVPD

Charge: +1
M (g mol⁻¹): 118.20
Frontier orbital gap (eV): 9.29
LUMO (eV): -3.402
Energy above the lowest of the compared OMol25 structures with the same formula, charge and spin (kcal per mole): 32.70
Highest occupied orbital energy (eV): -12.69

XYZ file:
```
24
Properties=species:S:1:pos:R:3:forces:R:3
C -0.045106 0.684077 -1.540048 -0.7501 0.6073 1.2618
C -0.029726 -0.666313 -0.857301 0.9883 0.3580 -1.1976
C -0.842781 -0.833119 0.417036 -0.2869 -0.7440 -0.1066
C -0.480938 0.153724 1.496569 -0.5853 0.3793 0.2736
C 0.238477 -0.249468 2.538566 0.4197 -1.1731 -0.7359
C -1.103189 1.526249 1.398496 0.6244 0.7176 -0.0912
N -0.426697 -1.743392 -1.873388 -1.1327 -0.5557 0.2099
H 0.706285 0.860508 -2.298337 -0.0595 -0.3513 -0.3126
H -1.051544 1.019423 -1.801550 0.0410 -0.2015 -0.4499
H 0.214630 1.355650 -0.722356 0.1450 0.1979 -0.1927
H 1.022904 -0.898214 -0.725519 0.0966 0.0259 0.6137
H -1.914065 -0.788358 0.185416 -0.0029 0.0348 -0.0708
H -0.600659 -1.849533 0.741783 -0.2726 -0.0047 0.3435
H 0.325497 -1.320605 2.677415 0.5187 -0.1172 -0.2006
H 0.873350 0.312012 3.189619 -0.5741 0.8156 0.6441
H -1.736752 1.668163 0.527425 0.1165 -0.0878 -0.1916
H -0.336645 2.309563 1.399207 -0.0734 0.0139 -0.1564
H -1.729630 1.773514 2.250239 -0.0358 -0.3438 0.2467
H -0.102839 -2.667652 -1.584579 0.2688 0.0389 -0.0510
H -1.445743 -1.851963 -1.932457 0.0267 0.2779 0.0039
H -0.109724 -1.554695 -2.824023 0.2970 0.1241 0.0896
H 2.314141 1.363206 0.150044 0.1782 0.0785 0.1391
H 3.609968 0.676556 -0.332232 -0.4424 0.1001 -0.0102
O 2.650785 0.720668 -0.480026 0.4948 -0.1907 -0.0588
```
Positions in Å, forces in eV/Å.

No. 2
C7H7NO4 | ωB97M-V/def2-TZVPD

M (g mol⁻¹): 169.14
Frontier orbital gap (spin up / spin down) (eV): 4.54 / 5.93
LUMO (spin up / spin down) (eV): 0.342 / -2.675
Energy above the lowest of the compared OMol25 structures with the same formula, charge and spin (kcal per mole): 71.05
2S+1: 3
Highest occupied orbital energy (spin up / spin down) (eV): -4.19 / -8.60

XYZ file:
```
19
Properties=species:S:1:pos:R:3:forces:R:3
C -1.849267 1.560657 0.007186 -0.5842 0.6016 -0.0178
C -1.328081 0.990717 -1.157659 -1.1766 -0.2123 -3.2795
C -1.216574 1.445461 1.238633 -2.5814 0.8420 0.1329
C -0.137095 0.238731 -1.114552 1.5558 -0.1207 -0.4925
C -0.042868 0.680133 1.309211 0.8535 0.2040 3.0964
C 0.511946 0.204766 0.132472 1.5353 -1.3890 -0.3943
C -0.919098 -2.417350 -0.355050 1.0417 -0.6907 0.4934
N 1.703640 -0.539497 0.256322 1.2767 1.6953 -0.1261
O 2.604785 -0.030511 1.203341 -5.8796 1.4636 1.7099
O 2.476711 -0.798181 -0.878905 -1.3381 -0.9482 0.0480
O 0.064314 -2.650172 -0.934728 -0.1410 -0.1359 -0.5113
O -1.820698 -2.334070 0.353733 -0.7665 0.4585 -0.1014
H -2.782220 2.166460 0.013359 0.6603 -0.6605 -0.3768
H -1.776710 1.015225 -2.231431 0.3543 0.5006 2.3592
H -1.922235 1.748578 2.046770 1.4961 -0.3305 -0.0904
H 0.488796 0.041218 -2.011052 -0.7860 0.0931 0.6800
H 0.440470 0.545139 2.312028 -0.3404 -0.1284 -1.3687
H 2.054078 -1.629105 -1.205653 0.4367 0.5564 0.0229
H 3.450104 -0.238190 1.015978 4.3834 -1.7989 -1.7838
```
Positions in Å, forces in eV/Å.

No. 3
C33H52N3O17 | ωB97M-V/def2-TZVPD

Charge: -1
M (g mol⁻¹): 762.78
Frontier orbital gap (eV): 4.69
LUMO (eV): -1.103
Energy above the lowest of the compared OMol25 structures with the same formula, charge and spin (kcal per mole): 16.28
Highest occupied orbital energy (eV): -5.79

XYZ file:
```
105
Properties=species:S:1:pos:R:3:forces:R:3
C 11.150730 -38.898478 -6.907965 3.0240 -4.1808 4.2203
C 12.098252 -38.499719 -5.693621 -1.1438 3.2559 -2.3117
O 12.665092 -37.412460 -5.800886 -0.3098 -3.0778 1.7746
N 12.148673 -39.456284 -4.512937 1.8194 0.2482 -1.3259
H 11.814301 -39.103936 -3.633795 -2.2920 1.4387 0.8917
H 11.623533 -40.351020 -4.728412 -0.2601 -0.8618 -0.3854
C 13.516741 -39.627805 -3.971395 1.4955 8.1537 -6.9068
H 11.113631 -38.212079 -7.656287 0.4849 2.0621 -1.9265
H 10.180675 -39.051079 -6.494606 -0.7812 -0.6626 0.1343
H 11.689181 -39.905090 -7.158246 -1.6557 1.4586 -0.2722
H 14.356706 -39.786306 -4.653903 -0.7497 -0.5305 -1.4663
H 13.675970 -40.343428 -3.395027 0.2750 -5.6189 6.2998
H 13.806789 -38.544156 -3.821679 -0.2630 -1.4438 1.6596
N 11.389099 -38.042292 -1.378242 -0.9616 4.1979 -1.6694
O 11.012830 -37.743991 -0.240713 1.0920 -0.8993 0.4322
O 12.385364 -37.453442 -1.951654 0.7764 -0.8619 1.4663
O 10.604095 -38.543731 -2.180383 -0.7482 -2.3768 -0.4629
N 9.834328 -41.693688 -4.502833 0.3766 3.3425 -0.8188
O 9.824004 -41.082946 -3.415328 0.5901 -1.2687 -0.2477
O 8.809840 -42.050681 -5.041860 -0.5312 -1.3796 -0.1096
O 10.926732 -41.619079 -5.241832 -0.4344 -0.8034 0.9820
C 13.323291 -40.427809 -10.566180 -3.3269 -1.1280 2.2744
C 14.475188 -39.558326 -10.155980 -2.1248 2.8042 3.5704
C 14.101147 -37.956727 -9.958698 6.0923 -3.4893 -0.0050
O 15.180415 -39.930287 -8.965410 -4.2949 2.2432 0.6950
H 12.580347 -40.038465 -11.295676 1.1835 0.3157 -0.1446
H 12.584061 -40.413833 -9.652323 1.3778 -0.7988 -1.2938
H 13.556490 -41.494978 -10.893114 -0.0276 1.4170 0.7325
H 15.054206 -39.586774 -10.946744 3.7044 0.2460 -3.7559
H 13.739129 -37.638761 -10.813597 -2.1539 1.4733 -4.4577
H 15.055275 -37.331198 -9.855384 -0.8038 -1.2643 -0.0525
H 13.538419 -37.600267 -9.225264 -2.8095 0.4368 3.5714
H 15.926193 -40.429491 -8.992327 3.1263 -2.3059 -1.0986
C 15.839694 -34.076497 -3.821257 0.2458 1.3406 -1.9425
C 16.328206 -35.101605 -2.837294 -0.5548 -1.9196 2.3914
C 15.148078 -35.957482 -2.210982 1.6015 -1.7098 -2.8047
O 17.202447 -36.000074 -3.424074 -1.5999 -4.7048 -3.6433
H 16.556691 -33.263155 -4.342961 -1.3588 -1.6920 1.9373
H 14.884432 -33.694552 -3.474595 0.1486 0.9013 0.2333
H 15.488498 -34.613863 -4.727904 0.3473 -0.2773 0.4499
H 16.952711 -34.928735 -1.921132 -0.6903 1.6685 -0.7084
H 14.581863 -36.531020 -3.048722 1.1887 0.5691 1.1648
H 14.391046 -35.419007 -1.825366 -2.5230 2.3182 1.4646
H 15.468321 -36.640086 -1.404933 0.2081 0.1235 -0.7294
H 16.549891 -36.788557 -3.940678 2.9636 3.3739 2.1821
C 9.404444 -35.320641 -2.977755 -3.1652 4.2792 -1.7646
C 10.647506 -35.007408 -3.790190 -0.8981 1.7120 0.8992
C 10.376389 -33.801769 -4.783019 -3.1546 -3.1660 1.2296
O 11.669670 -34.687024 -2.872661 0.6511 3.3306 -2.1576
H 8.834072 -34.397516 -2.520998 1.7199 -0.9029 -0.6573
H 9.542409 -35.914902 -2.182937 0.9114 -2.5721 2.7389
H 8.531822 -35.671967 -3.520075 0.3242 -0.7688 -0.6834
H 10.970312 -35.936265 -4.178422 0.0950 -0.8822 -1.6609
H 9.582600 -34.257183 -5.512047 0.5714 1.2518 1.5147
H 11.102328 -33.596696 -5.454873 3.0588 0.6943 -1.6657
H 10.088183 -32.888023 -4.232376 -0.2174 -0.6450 -0.3421
H 11.612321 -35.314161 -2.216473 0.2871 -2.4712 2.5169
C 12.764876 -34.729599 -8.133384 4.3565 0.8226 0.6540
C 11.446982 -34.355872 -8.745787 1.5507 -6.9623 -0.4551
C 11.442442 -34.601742 -10.307907 -3.7678 -0.7035 5.8403
O 10.554718 -35.446651 -8.217526 -0.4296 1.5649 -5.1003
H 13.496505 -33.905119 -8.338047 -0.4913 -0.0962 -0.0283
H 13.441409 -35.587861 -8.474262 -1.9201 0.5975 -0.2308
H 12.918786 -34.819478 -7.029075 -1.2195 0.1475 -0.6016
H 11.260014 -33.361096 -8.616354 -1.4510 2.4674 1.0958
H 11.557053 -35.529775 -10.677261 0.8721 -3.3575 -0.6748
H 12.002119 -33.936047 -10.690328 4.6039 4.5733 -3.0182
H 10.484166 -34.287288 -10.536670 -2.3129 0.4715 -0.9230
H 10.351938 -35.642495 -7.352576 0.1213 0.3544 3.6065
C 16.698296 -41.245799 -4.372482 0.5364 -6.9241 -2.0474
C 16.817846 -42.849445 -4.384263 -1.7774 6.8422 -0.9710
C 16.480751 -43.533759 -3.120468 2.2467 -2.5923 -2.0230
O 16.564995 -44.771906 -3.070593 -0.6412 1.1350 -0.1208
C 16.333857 -42.803448 -1.926578 1.0445 8.8485 -2.6025
C 16.509461 -41.335028 -1.968789 -2.8431 -5.2992 6.6185
C 16.596281 -40.519715 -3.079749 1.2267 3.6439 -3.7616
O 16.658545 -39.253053 -3.060025 -0.4503 -3.4433 0.2287
H 16.704256 -40.736124 -5.385135 0.2041 -0.4536 1.6232
H 16.841143 -43.472203 -5.340561 0.1746 1.2036 1.4850
H 16.089326 -43.355640 -1.137905 -0.8226 -1.6763 3.6237
H 16.219739 -40.761436 -0.971001 1.0861 -1.2681 -2.0944
C 5.666173 -38.429188 -8.210901 3.6736 -3.2718 4.0903
C 6.605810 -38.426591 -7.041706 -3.2694 3.0948 -5.4079
C 7.457843 -37.146475 -6.878198 0.3301 -1.9653 1.2652
O 8.396943 -37.148973 -6.070144 -1.5472 0.5261 -1.6817
C 7.135252 -35.996500 -7.781908 3.3077 0.9930 0.3862
C 6.241443 -36.052659 -8.785610 0.2694 3.1811 0.5585
C 5.397787 -37.248489 -9.056931 -3.7720 0.7151 -1.9398
O 4.384966 -37.165156 -9.857244 4.1204 -0.6069 2.8594
H 5.373718 -39.549579 -8.431590 -0.2640 2.8001 0.0560
H 6.664070 -39.259076 -6.386411 0.4211 -0.6070 0.3602
H 8.040017 -35.138717 -7.625539 -3.1781 -1.9722 -0.5333
H 6.063616 -34.961725 -9.205973 0.0061 -2.8484 -0.0532
C 8.692917 -37.145510 -11.779455 3.9990 0.3062 9.3394
C 9.052283 -37.601133 -10.333702 -2.4785 0.1139 -6.1152
C 8.635381 -39.021338 -9.986768 0.3082 0.0738 1.9097
O 8.856665 -39.515727 -8.852952 -0.5820 1.2143 -3.2833
C 7.877462 -39.771461 -11.057322 -0.1052 -2.6935 0.0049
C 7.612001 -39.320729 -12.293552 -0.3634 -1.0496 -1.1861
C 8.132342 -38.008794 -12.699040 -1.6336 0.6867 -4.6854
O 8.042374 -37.560313 -13.886247 -0.0058 -1.7457 2.4097
H 9.079022 -36.155107 -12.030454 -0.5111 -0.3743 -0.2889
H 9.492697 -36.979244 -9.563602 0.1886 0.2187 -0.1935
H 7.655818 -40.890195 -10.832568 0.2012 2.2253 -0.0406
H 7.089491 -39.917902 -13.160018 1.0813 1.0970 2.0904
```
Positions in Å, forces in eV/Å.

No. 4
CH3O3PS | ωB97M-V/def2-TZVPD

M (g mol⁻¹): 126.07
Frontier orbital gap (eV): 6.20
LUMO (eV): -1.025
Energy above the lowest of the compared OMol25 structures with the same formula, charge and spin (kcal per mole): 69.88
Highest occupied orbital energy (eV): -7.22

XYZ file:
```
9
Properties=species:S:1:pos:R:3:forces:R:3
C 0.147802 0.253964 -0.511232 3.1145 -3.4658 1.5599
O -0.997501 -0.426577 -0.535279 0.0081 1.7961 -3.1000
O 0.286899 1.456712 0.103255 1.1410 0.0384 -2.4245
O 0.837758 -0.073786 -1.689083 -1.2875 1.7477 1.1364
P 1.441793 -0.759137 1.423941 -1.3380 0.4450 -1.1908
S -0.099609 -1.029192 2.573395 0.2927 0.0304 -0.4366
H -1.268029 -0.670512 0.300743 -1.0169 -0.9723 3.6742
H -0.479334 1.731543 0.564750 -1.5519 0.2396 0.6716
H 0.130222 -0.483014 -2.230490 0.6380 0.1409 0.1099
```
Positions in Å, forces in eV/Å.

No. 5
C3H3I2N | ωB97M-V/def2-TZVPD

M (g mol⁻¹): 306.87
Frontier orbital gap (eV): 7.65
LUMO (eV): -1.840
Energy above the lowest of the compared OMol25 structures with the same formula, charge and spin (kcal per mole): 2.60
Highest occupied orbital energy (eV): -9.49

XYZ file:
```
9
Properties=species:S:1:pos:R:3:forces:R:3
C -0.820283 -0.870687 1.367909 0.5212 0.4458 -3.4951
C 0.016407 -0.661216 0.325406 0.2033 -0.5879 0.6083
C -0.135167 -0.972942 -1.078811 -0.3702 0.0005 0.2190
N -0.126298 -1.242142 -2.198681 -0.1108 0.1148 0.2964
H -0.368928 -0.623802 2.274897 -0.1415 0.1459 1.7009
H -1.854712 -1.128963 1.162255 0.1812 -0.1977 0.6013
H 1.041464 -0.338911 0.523855 -0.2754 0.0061 0.0920
I -0.160110 2.802867 -0.833835 0.3057 0.1205 -0.1120
I 2.407627 3.035797 -1.542995 -0.3135 -0.0481 0.0893
```
Positions in Å, forces in eV/Å.